Computed, not measured: C4H9N2OS as an isolated structure, with the ωB97M-V functional and the def2-TZVPD basis.

Element x y z (Å)
O1 0.85015 1.45943 0.91926
C1 0.83262 0.54882 -0.04016
N1 0.83582 0.86480 -1.58941
C2 -0.47564 0.85876 -1.99986
N2 -1.58526 2.20279 -1.32290
C3 1.45567 -0.81085 0.46183
C4 0.47980 -1.19733 1.64282
S1 -0.98559 -1.98096 0.93850
H1 -0.26059 0.13051 0.14912
H2 -1.02527 -0.04060 -1.59734
H3 -0.92029 0.95492 -3.04690
H4 -1.70870 2.91535 -2.10021
H5 -0.85134 2.60578 -0.83689
H6 1.44040 -1.58967 -0.25349
H7 2.46090 -0.77452 0.81461
H8 1.02924 -1.79357 2.35748
H9 0.29533 -0.25768 2.14189

The spin multiplicity is 2. The value obtained for the HOMO energy (spin up / spin down) is -9.0 / -9.1 eV. The value obtained for the LUMO energy (spin up / spin down) is -3.61 / -3.59 eV. The value obtained for the relative energy (zero: lowest compared OMol25 entry of this formula, charge and spin) is 190.53 kcal/mol.



Computed, not measured: C34H39ClN7O2OsS as an isolated structure, with the ωB97M-V functional and the def2-TZVPD basis.

Element x y z (Å)
Os1 -0.65954 0.33301 0.78218
S1 -0.52670 0.33066 3.02468
C1 -0.65505 2.09358 2.83602
C2 -0.67584 3.07812 3.80374
C3 -0.78641 4.39238 3.36921
C4 -0.87987 4.68135 2.01072
C5 -0.85727 3.64211 1.10189
N1 -0.74257 2.37204 1.52017
H1 -0.60170 2.82844 4.85261
H2 -0.79885 5.19732 4.09226
H3 -0.96496 5.70176 1.66553
H4 -0.91598 3.79476 0.03025
C6 5.94893 -0.66859 -2.20661
C7 4.83890 -0.00895 -3.03093
C8 3.60284 -0.91923 -3.03145
C9 5.33557 0.09674 -4.48063
C10 4.50993 1.42140 -2.48883
O1 5.60039 2.30416 -2.70003
C11 3.22016 1.99313 -3.08851
C12 3.01659 3.49621 -2.87608
C13 1.60231 3.90772 -3.19700
C14 0.80273 4.49349 -2.21759
C15 -0.51027 4.86503 -2.48371
C16 -1.03853 4.63025 -3.74270
Cl1 -2.68329 5.07168 -4.07403
C17 -0.25740 4.06389 -4.74273
C18 1.05329 3.71365 -4.46571
C19 4.45405 1.52292 -0.94304
N2 3.30905 0.85832 -0.30873
C20 2.06017 1.26626 -0.26285
N3 1.33615 0.35752 0.41652
C21 2.26455 -0.59852 0.77984
N4 3.45403 -0.31361 0.35389
H5 6.29702 -1.56640 -2.71695
H6 5.60710 -0.97580 -1.21735
H7 6.80569 -0.00274 -2.09152
H8 3.89217 -1.90714 -3.39024
H9 2.81870 -0.55251 -3.69494
H10 3.18296 -1.06139 -2.03373
H11 5.48067 -0.90721 -4.87886
H12 6.30677 0.59049 -4.55091
H13 4.63125 0.60294 -5.14245
H14 5.86783 2.27684 -3.62698
H15 2.36354 1.44263 -2.68684
H16 3.19139 1.77975 -4.15805
H17 3.73466 4.04857 -3.48315
H18 3.22914 3.79228 -1.84499
H19 1.23387 4.72325 -1.24717
H20 -1.11608 5.36950 -1.74114
H21 -0.67280 3.91450 -5.72960
H22 1.65713 3.29100 -5.25894
H23 4.40800 2.57354 -0.66613
H24 5.34274 1.09422 -0.49376
H25 1.69093 2.17836 -0.70963
H26 2.02662 -1.47515 1.35772
C22 -3.16505 -7.57146 6.39199
C23 -3.43235 -6.57572 5.33550
C24 -3.48427 -5.18497 5.62065
C25 -3.74716 -4.28610 4.63697
C26 -3.98537 -4.72480 3.29861
N5 -4.28169 -3.75821 2.38448
C27 -4.78796 -3.97085 1.07639
O2 -5.03750 -5.05318 0.63657
N6 -5.06994 -2.81280 0.37274
C28 -4.55841 -1.51013 0.43468
C29 -5.41113 -0.43805 0.14499
C30 -4.90899 0.84637 0.11751
C31 -3.56379 1.04774 0.36646
N7 -2.73579 0.02405 0.62409
C32 -3.21813 -1.23743 0.66739
C33 -3.92001 -6.11665 2.99421
C34 -3.65228 -6.99809 3.99602
H27 -2.99696 -7.11999 7.36540
H28 -2.29925 -8.18309 6.11849
H29 -4.00691 -8.26944 6.45946
H30 -3.32367 -4.85162 6.63705
H31 -3.80688 -3.22838 4.86384
H32 -4.35985 -2.81771 2.75002
H33 -5.74001 -2.99723 -0.36391
H34 -6.45912 -0.62332 -0.05576
H35 -5.54518 1.69177 -0.10176
H36 -3.12615 2.03581 0.33611
H37 -2.49967 -2.02924 0.83472
H38 -4.09809 -6.45871 1.98968
H39 -3.61321 -8.05706 3.77465

The spin multiplicity is 5. The value obtained for the HOMO energy (spin up / spin down) is -14.7 / -14.7 eV. The value obtained for the LUMO energy (spin up / spin down) is -9.59 / -10.58 eV. Its net charge is +3.



Computed, not measured: C14H11ClN2O2Zr as an isolated structure, with the ωB97M-V functional and the def2-TZVPD basis.

Element x y z (Å)
Cl1 1.30486 1.12543 2.47320
C1 1.46563 0.06160 -1.50078
C2 0.72035 -1.14553 -1.56695
C3 1.01532 -1.91731 -0.37582
H1 0.19598 -1.50246 -2.45555
C4 2.04107 -1.23640 0.37625
C5 2.32637 0.00092 -0.32846
H2 3.06126 0.73958 -0.03387
H3 1.58016 0.79891 -2.29568
H4 0.73031 -2.92808 -0.17172
C6 2.67871 -1.73942 1.63101
Zr1 0.03328 0.01397 0.44462
C7 -0.64000 1.34939 -1.58929
C8 0.23912 2.21996 0.93475
O1 -1.21343 1.76047 -2.50288
O2 0.06750 3.39020 0.89438
H5 1.99339 -2.44396 2.09986
H6 2.92327 -0.90630 2.28739
H7 3.61043 -2.27113 1.46756
N1 -7.13777 1.90001 -0.62149
C9 -6.12605 1.44540 -0.18964
C10 -4.83389 0.91815 0.15306
C11 -4.05318 1.52197 1.14046
C12 -2.76365 1.06242 1.39407
N2 -2.23943 0.01842 0.69935
C13 -3.08928 -0.72698 -0.04785
C14 -4.40115 -0.33779 -0.30962
H8 -4.40452 2.43582 1.61956
H9 -2.03223 1.61442 1.99049
H10 -2.62432 -1.58367 -0.52856
H11 -5.03065 -0.94696 -0.93577

The value obtained for the HOMO energy is -17.2 eV. The value obtained for the LUMO energy is -9.31 eV. The value obtained for the relative energy (zero: lowest compared OMol25 entry of this formula, charge and spin) is 0.00 kcal/mol. Its net charge is +2.



Computed, not measured: one molecule with the formula C9H14INSi, with the ωB97M-V functional and the def2-TZVPD basis.

Element x y z (Å)
C1 1.93385 -0.33306 0.83080
C2 1.97255 0.94712 0.35824
C3 0.48472 0.15098 -1.41766
C4 1.20249 -1.40761 0.41086
C5 0.20420 -1.16086 -0.78570
C6 1.21073 1.15434 -0.81692
C7 -0.98733 -1.21244 0.10659
C8 1.47823 2.43434 -1.60097
C9 -1.67737 -2.53531 0.29114
N1 -2.76036 0.93695 1.08582
Si1 -1.19069 0.13924 1.48699
I1 -2.82591 1.88514 -0.89442
H1 2.53347 -0.58966 1.69696
H2 2.66087 1.63231 0.79823
H3 0.09965 0.26775 -2.41532
H4 1.06109 -2.33309 0.88823
H5 0.36742 -2.02655 -1.50308
H6 0.75830 2.71591 -2.42454
H7 2.53209 2.52477 -2.00627
H8 1.40721 3.33827 -1.08876
H9 -1.92387 -2.88939 -0.85846
H10 -2.66628 -2.39294 0.85364
H11 -1.07331 -3.30676 0.74796
H12 -2.97781 1.82611 1.48798
H13 -1.82994 -0.53234 2.64130
H14 0.00600 0.76681 2.12737

The value obtained for the HOMO energy (spin up / spin down) is -7.4 / -7.2 eV. The value obtained for the LUMO energy (spin up / spin down) is -0.52 / -0.51 eV. The value obtained for the relative energy (zero: lowest compared OMol25 entry of this formula, charge and spin) is 79.26 kcal/mol.



Computed, not measured: one molecule with the formula C16H17N3O6, with the ωB97M-V functional and the def2-TZVPD basis.

Element x y z (Å)
O1 1.27241 0.41016 -2.66166
O2 0.81481 -2.85644 0.68407
O3 -0.91169 0.51242 5.35384
O4 -0.20605 -0.86507 3.87046
N1 0.37501 0.02458 -0.18288
O5 -2.83920 4.24252 3.20049
O6 -2.77041 4.00265 0.49464
C1 1.22508 -0.76972 -2.29897
C2 0.83624 -2.43705 -0.54468
C3 -1.55116 2.35011 3.49116
C4 -1.53953 1.90571 0.84047
C5 -2.10177 3.27832 2.62056
C6 -2.14520 3.08670 1.27817
C7 -0.94993 1.15971 3.11636
C8 -0.83928 1.00202 1.71778
C9 0.79345 -1.04570 -0.96387
N2 -0.59673 0.19997 4.14287
N3 -0.00308 0.02037 1.10598
C10 3.57729 -3.05868 -1.99703
C11 2.26543 -4.26351 -3.68407
C12 -3.05550 5.35755 2.44984
C13 -3.64655 4.82502 1.12650
C14 1.90839 -1.76221 -3.29635
C15 1.05926 -3.47371 -1.62446
C16 2.15705 -3.10434 -2.66263
H1 -1.61465 2.56364 4.57636
H2 -1.44300 1.77287 -0.24451
H3 0.06197 -0.86165 1.57538
H4 3.72787 -2.16514 -1.35550
H5 3.86081 -3.98293 -1.40497
H6 4.25288 -2.99805 -2.85525
H7 2.96452 -3.97354 -4.49283
H8 2.53475 -5.23995 -3.35974
H9 1.31476 -4.52530 -4.15642
H10 -3.72463 6.18249 2.88976
H11 -2.11353 5.87835 2.38770
H12 -4.56666 4.17979 1.25656
H13 -3.91056 5.58556 0.52197
H14 1.34522 -1.73570 -4.20315
H15 2.84573 -1.34020 -3.50906
H16 1.26356 -4.42252 -1.10744
H17 0.07262 -3.65912 -2.09543

As for the SMILES: CC1(C)CC(=O)C(=NNc2cc3c(cc2[N+](=O)[O-])OCCO3)C(=O)C1. The value obtained for the HOMO energy is -8.6 eV. The value obtained for the LUMO energy is -1.41 eV. The value obtained for the relative energy (zero: lowest compared OMol25 entry of this formula, charge and spin) is 103.46 kcal/mol.



Computed, not measured: C36H31BrN5O4Zn as an isolated structure, with the ωB97M-V functional and the def2-TZVPD basis.

Element x y z (Å)
Zn1 0.85724 0.22731 0.15679
C1 4.66595 2.00725 -1.08828
C2 3.24539 1.67997 -0.77421
N1 2.82295 0.52296 -0.44089
N2 3.64757 -0.54950 -0.33245
C3 3.00583 -1.51313 0.31636
O1 1.82948 -1.41513 0.80864
C4 3.70064 -2.81868 0.43574
C5 4.77575 -3.12938 -0.39391
C6 5.37891 -4.37403 -0.30781
C7 4.92072 -5.30810 0.61269
C8 3.85940 -4.99523 1.45140
C9 3.24772 -3.75485 1.36060
C10 2.17913 2.71295 -0.83734
C11 2.42362 3.98843 -1.32331
C12 1.37832 4.89655 -1.39629
C13 0.11431 4.50013 -0.99802
C14 -0.04782 3.20939 -0.52235
N3 0.95533 2.34356 -0.41896
H1 4.77679 2.26787 -2.14342
H2 5.28970 1.14447 -0.87550
H3 5.00772 2.85802 -0.49693
H4 5.12515 -2.39066 -1.10180
H5 6.21048 -4.61601 -0.95643
H6 5.39641 -6.27772 0.68129
H7 3.51425 -5.71664 2.18041
H8 2.42849 -3.49062 2.01577
H9 3.41727 4.26183 -1.64666
H10 1.55100 5.89717 -1.76945
H11 -0.73354 5.16831 -1.04536
H12 -1.01910 2.85889 -0.20140
C15 -0.69171 -3.38142 0.92242
O2 -0.79558 -1.95970 0.94435
C16 -2.01355 -1.40039 1.02215
C17 -3.21670 -2.05860 0.84232
C18 -4.40458 -1.33724 0.94060
Br1 -6.04118 -2.23847 0.67039
C19 -4.40700 0.00538 1.23436
C20 -3.19154 0.67520 1.42268
C21 -1.99621 -0.02402 1.29620
O3 -0.77591 0.57884 1.45298
C22 -3.13153 2.09300 1.77437
N4 -1.99419 2.69637 2.04363
C23 -2.30925 4.02031 2.30674
C24 -1.48606 5.09637 2.63192
C25 -2.09232 6.31954 2.83148
C26 -3.48299 6.47764 2.71539
C27 -4.30969 5.41951 2.39452
C28 -3.69166 4.19122 2.19072
N5 -4.18771 2.94229 1.85061
H13 -1.15322 -3.79943 0.02614
H14 -1.15664 -3.80446 1.81541
H15 0.37311 -3.58658 0.91819
H16 -3.24151 -3.11953 0.64105
H17 -5.34924 0.52616 1.33137
H18 -0.97017 1.53214 1.77653
H19 -0.41638 4.96823 2.72977
H20 -1.48781 7.17814 3.09036
H21 -3.91694 7.45353 2.88517
H22 -5.38054 5.54510 2.30897
H23 -5.15281 2.70693 1.70002
C29 -2.43345 -0.51723 -2.55389
C30 -1.07061 -0.89549 -2.05707
O4 -0.41966 -0.04984 -1.44041
C31 -0.54775 -2.24902 -2.29965
C32 0.81056 -2.50349 -2.10683
C33 1.31036 -3.78266 -2.27683
C34 0.45373 -4.81312 -2.64339
C35 -0.89734 -4.56538 -2.85675
C36 -1.39817 -3.28544 -2.69294
H24 -2.57185 0.55519 -2.44903
H25 -3.18730 -1.03000 -1.94980
H26 -2.57513 -0.82127 -3.59036
H27 1.47613 -1.69304 -1.84264
H28 2.36398 -3.97507 -2.12076
H29 0.84319 -5.81443 -2.77321
H30 -1.55790 -5.36930 -3.15190
H31 -2.45232 -3.10185 -2.85427

The value obtained for the HOMO energy is -10.5 eV. The value obtained for the LUMO energy is -2.86 eV. The value obtained for the relative energy (zero: lowest compared OMol25 entry of this formula, charge and spin) is 0.63 kcal/mol. Its net charge is +1.



Computed, not measured: one molecule with the formula C6H3NO2, with the ωB97M-V functional and the def2-TZVPD basis.

Element x y z (Å)
C1 0.53360 -0.82042 1.04940
C2 -0.10742 -1.81862 0.03107
C3 -0.60047 -1.13566 -0.99254
C4 -0.25691 0.30664 -0.77226
C5 0.35760 1.93628 0.51684
C6 0.38298 0.51904 0.42087
H1 -0.12825 -2.88833 0.20703
H2 -1.10265 -1.48585 -1.90190
H3 0.54332 2.63381 1.34972
N1 -0.20191 2.49867 -0.54105
O1 1.16777 -1.17816 2.03195
O2 -0.58765 1.43260 -1.39912

As for the SMILES: O=C1C=Cc2oncc21. The value obtained for the HOMO energy is -9.6 eV. The value obtained for the LUMO energy is -0.98 eV. The value obtained for the relative energy (zero: lowest compared OMol25 entry of this formula, charge and spin) is 36.24 kcal/mol.



Computed, not measured: C41H57FeN4OS2Sb as an isolated structure, with the ωB97M-V functional and the def2-TZVPD basis.

Element x y z (Å)
Fe1 -0.10364 0.20870 0.79676
S1 0.92725 -0.28792 -1.31196
C1 -0.02763 -1.47834 -2.04522
N1 0.15713 -1.83267 -3.30386
C2 -0.82684 -2.67987 -3.97672
C3 -1.30470 -3.74532 -3.02853
N2 -1.79034 -3.12304 -1.79844
C4 -3.02859 -3.67944 -1.23894
C5 -4.18657 -3.33785 -2.15069
C6 -4.55225 -2.00433 -2.31822
C7 -5.56626 -1.66378 -3.19794
C8 -6.22332 -2.65329 -3.91855
C9 -5.87454 -3.98305 -3.74118
C10 -4.85360 -4.32496 -2.86454
C11 -1.15854 -2.08560 -1.28890
S2 -1.58468 -1.47063 0.23678
C12 1.33649 -1.44970 -4.09335
C13 2.13427 -2.68562 -4.44683
C14 2.76244 -3.40015 -3.43014
C15 3.43264 -4.57870 -3.71471
C16 3.47666 -5.05407 -5.01922
C17 2.86351 -4.33984 -6.03705
C18 2.18824 -3.16093 -5.75123
H1 -0.35925 -3.13668 -4.84460
H2 -1.66648 -2.06633 -4.31795
H3 -0.48978 -4.43629 -2.79207
H4 -2.11785 -4.31020 -3.47792
H5 -3.18006 -3.26503 -0.24786
H6 -2.90780 -4.76039 -1.15207
H7 -4.04752 -1.23065 -1.74704
H8 -5.84754 -0.62615 -3.32259
H9 -7.01062 -2.38637 -4.61039
H10 -6.39436 -4.75793 -4.28848
H11 -4.58847 -5.36717 -2.72494
H12 1.93217 -0.76033 -3.50407
H13 0.99471 -0.93693 -4.99488
H14 2.73338 -3.02451 -2.41187
H15 3.92065 -5.12751 -2.92012
H16 3.99574 -5.97673 -5.24090
H17 2.90453 -4.70196 -7.05556
H18 1.71497 -2.60224 -6.55130
C19 5.15049 -0.45450 4.87818
N3 4.13158 0.11926 4.01868
N4 2.94014 -0.49777 3.71283
C20 2.32480 0.21029 2.72450
O1 1.19276 -0.12997 2.24904
C21 3.16324 1.29897 2.42556
C22 4.27109 1.20526 3.23739
C23 5.47019 2.07488 3.33392
C24 2.41086 -1.56140 4.50214
C25 2.30568 -1.40665 5.87993
C26 1.81416 -2.45089 6.64536
C27 1.42859 -3.63714 6.03544
C28 1.52369 -3.77679 4.65898
C29 2.01386 -2.73698 3.88428
H19 4.87834 -1.46736 5.15377
H20 5.27591 0.13175 5.78880
H21 6.10172 -0.48183 4.34870
H22 2.93997 2.05681 1.70211
H23 5.36373 2.94200 2.68829
H24 6.36944 1.53165 3.03669
H25 5.62383 2.41880 4.35770
H26 2.59904 -0.47732 6.35221
H27 1.72429 -2.33339 7.71648
H28 1.04903 -4.45062 6.63876
H29 1.22295 -4.70270 4.18804
H30 2.09153 -2.82834 2.80889
C30 0.54848 3.74593 -2.02052
C31 0.61011 4.17812 -0.55966
C32 0.08732 5.59363 -0.37485
C33 2.04674 4.07259 -0.06584
Sb1 -0.62771 2.69140 0.62140
C34 -1.05548 3.46564 2.72098
C35 -2.37170 2.84769 3.17335
C36 0.07766 2.96367 3.60226
C37 -1.13375 4.98391 2.72768
C38 -2.57866 2.61878 -0.52373
C39 -3.63509 1.90180 0.31251
C40 -3.04107 4.02800 -0.87225
C41 -2.30729 1.79771 -1.78036
H31 1.31219 4.29405 -2.58046
H32 -0.41502 3.97602 -2.47452
H33 0.76171 2.68024 -2.13450
H34 0.59877 6.24601 -1.08990
H35 0.29688 5.97482 0.62351
H36 -0.98220 5.67858 -0.56085
H37 2.68110 4.72942 -0.66912
H38 2.42833 3.05711 -0.18683
H39 2.13903 4.39473 0.97398
H40 -2.41323 1.77616 2.96489
H41 -3.22464 3.34284 2.71350
H42 -2.46541 2.97794 4.25552
H43 0.16631 1.87807 3.54978
H44 -0.13612 3.22862 4.64260
H45 1.03354 3.41507 3.33539
H46 -1.82765 5.36280 1.97668
H47 -0.15511 5.43731 2.56937
H48 -1.49753 5.31035 3.70750
H49 -4.06956 2.55274 1.06685
H50 -3.24887 1.00118 0.79533
H51 -4.44958 1.59005 -0.34977
H52 -3.03288 4.68760 -0.00322
H53 -4.07175 3.98327 -1.23912
H54 -2.43148 4.47354 -1.65870
H55 -2.06177 0.76576 -1.52177
H56 -1.50355 2.20363 -2.39335
H57 -3.21549 1.78097 -2.39312

The spin multiplicity is 5. The value obtained for the HOMO energy (spin up / spin down) is -13.0 / -13.4 eV. The value obtained for the LUMO energy (spin up / spin down) is -6.39 / -6.47 eV. The value obtained for the relative energy (zero: lowest compared OMol25 entry of this formula, charge and spin) is 4.80 kcal/mol. Its net charge is +2.



> Number 3 is which compound?

C14H11ClN2O2Zr



> What is the formula in the seventh record?

C6H3NO2



> Number 7 is which compound?

C6H3NO2